52
Properties=species:S:1:pos:R:3:forces:R:3 method="wB97M-V/def2-TZVPD" homo_ev=-8.3 e_above_lowest_kcal_mol=17.1 largest_force_ha_per_bohr=0.018 e_lumo_ev=0.0333 smiles="CCCCN(C)CCNS(=O)(=O)c1ccc2c(c1)n(C)c(=O)c(=O)n2C" homo_lumo_gap_ev=8.32
S -0.1817 0.1371 -1.2540 -0.5 0.2 0.8
H -0.3478 -3.2625 2.2189 0.0 -0.1 0.1
H -1.3958 1.8479 -3.1861 -0.1 0.1 0.0
H -2.1754 1.0686 -0.9162 0.0 0.2 0.2
H -3.0464 -0.8151 -5.3035 0.0 -0.1 0.0
C -2.2271 1.2617 -3.5821 0.0 0.0 0.0
H -0.5612 -2.4405 -0.0974 -0.1 -0.2 0.0
N 0.9441 0.8476 3.7204 0.1 0.1 0.3
C -0.2650 -1.7812 0.7007 0.0 0.0 0.0
C 1.0768 0.4572 5.0297 0.2 0.7 0.2
H 1.3073 0.1615 -7.4033 -0.1 -0.1 -0.1
C 0.4042 0.4208 1.4006 0.1 0.1 0.2
H 1.7621 1.8658 -7.4242 0.0 0.1 -0.1
H 2.0303 -0.0168 -5.0272 0.1 0.0 0.1
O 0.8743 -1.3915 6.4954 0.1 0.4 -0.2
H -3.9625 0.7052 -5.3963 -0.1 0.0 0.0
H -1.8658 -0.8274 -3.0877 -0.2 0.0 -0.1
H 2.0594 2.2873 2.6797 0.0 0.0 0.0
C -0.1373 -2.2302 2.0000 0.1 0.2 0.0
H 0.2883 -3.3051 5.7252 0.0 0.0 -0.2
C 0.7750 -0.9871 5.3586 -0.1 -0.6 0.5
C 0.0073 -0.4578 0.4174 0.0 0.1 -0.5
O 0.3874 1.4560 -1.3341 -0.1 0.0 0.2
H 2.9991 0.6194 -7.2525 0.1 0.0 -0.1
C 1.8479 0.9685 -5.4612 -0.1 0.2 -0.1
H 0.3668 2.7384 3.0163 0.0 0.0 0.0
C 0.5419 -0.0152 2.7180 -0.3 -0.6 -0.5
H 0.5555 1.6690 -3.9189 0.0 0.1 0.0
H -3.1281 1.8837 -3.5383 0.1 0.0 0.1
H -3.4635 -0.2505 -2.5684 0.1 -0.1 0.0
H 0.2277 2.4002 -5.4975 0.0 0.1 0.0
C -2.4100 0.0218 -2.6725 0.0 0.0 -0.6
H -2.8505 0.2667 -6.6973 -0.1 -0.1 0.0
N 0.3913 -1.8082 4.3252 0.0 0.0 0.2
C 1.9839 0.8984 -6.9784 0.0 -0.1 0.2
C -0.6271 0.4473 -5.2420 0.1 0.3 0.0
H 1.5593 2.7070 4.3348 0.0 0.0 -0.2
C -3.0039 0.2379 -5.6187 0.1 0.1 0.0
N -1.8595 0.2084 -1.3416 0.8 -0.2 0.2
H -0.9193 -3.4445 4.4291 0.0 0.0 0.0
H -0.4165 -0.4581 -4.6517 0.0 -0.1 -0.1
N -1.9512 0.9958 -4.9762 -0.1 0.0 -0.1
O 1.4224 1.2255 5.8992 -0.1 -0.4 0.0
H 2.6130 1.6448 -5.0736 0.0 -0.1 0.1
C 1.2488 2.2301 3.4059 0.1 0.3 0.2
H -0.6184 0.1692 -6.2978 0.0 -0.1 0.0
H 0.7898 -3.8573 4.1121 0.0 0.0 0.0
H 0.6137 1.4344 1.1064 0.1 0.2 0.1
C 0.4820 1.4683 -4.9886 0.1 -0.3 0.0
C 0.2623 -1.3648 3.0223 0.0 0.4 -0.6
O 0.2667 -0.8655 -2.1699 -0.2 -0.3 -0.1
C 0.1171 -3.1935 4.6551 0.0 -0.2 0.3


48
Properties=species:S:1:pos:R:3:forces:R:3 method="wB97M-V/def2-TZVPD" homo_ev=-8.7 largest_force_ha_per_bohr=0.043 e_lumo_ev=0.6773 smiles="CCOP(=O)(OCC)[C@@H](C#N)[C@H](C)c1c(C)cc(C)cc1C" homo_lumo_gap_ev=9.33
C 0.1523 2.1326 -1.5288 -0.1 0.2 0.1
H 2.9350 2.3303 0.3851 0.0 -0.3 -0.2
P 0.2589 -1.8487 -0.4097 0.7 0.0 -0.6
H -1.2073 3.4365 -2.5780 0.0 -0.2 0.1
H -3.3566 -0.8289 1.5011 0.0 0.0 -0.1
H -3.6934 -0.8021 -0.2455 0.0 -0.1 0.1
C 1.4950 -0.7589 0.4294 -1.1 -0.8 0.6
C -2.7519 4.3699 -0.5554 -0.2 0.4 0.1
H -1.9513 -2.8366 1.2443 0.1 0.2 -0.3
H 0.8579 1.0819 2.5706 0.1 0.1 0.0
H -0.0203 2.5525 2.9878 0.1 -0.2 -0.1
O 0.5210 -1.8861 -1.8671 -0.4 -0.2 1.0
H 1.1552 -0.6625 1.4771 0.4 -0.2 -0.3
H 1.1261 -4.4430 -1.1124 0.0 0.1 0.4
H 0.3691 -5.5317 1.6755 0.0 0.1 -0.1
H 1.9229 2.4225 -2.7385 -0.2 -0.2 0.1
C 0.9512 1.9047 -2.7819 0.0 -0.3 -0.4
C 0.5347 1.5953 -0.2818 0.2 0.2 0.6
H 1.1336 0.8448 -2.9796 0.0 0.1 -0.1
C 0.6512 2.1034 2.2462 0.0 -0.1 0.6
H 2.1448 -4.2693 0.3480 -0.2 0.0 -0.1
H -0.5455 -5.7452 0.1553 0.0 0.0 0.1
C 0.0322 2.2092 0.8856 -0.3 0.2 -0.4
C 2.9256 1.2376 0.4649 0.3 -0.1 0.2
H 0.4117 2.3232 -3.6409 0.1 -0.2 0.2
H -2.3000 -2.8903 -0.5193 0.0 0.1 0.3
C -2.2015 -2.2356 0.3601 -0.1 0.1 -0.2
H -4.2834 -2.1454 0.7560 0.0 0.1 0.0
O 0.3530 -3.2307 0.3990 0.0 0.6 -0.3
H 1.0343 -6.4897 0.3596 0.1 -0.1 0.0
H -3.1428 4.5954 0.4423 0.0 0.1 -0.2
H 1.5860 2.6799 2.3101 -0.2 -0.3 -0.1
C -1.5408 3.5021 -0.4495 0.1 -0.7 -0.3
H 1.9547 0.3515 -1.2328 0.1 0.2 0.0
N 3.6877 -2.2077 0.2659 -1.7 1.4 0.1
H -3.5551 3.9031 -1.1431 0.3 0.0 0.2
C 0.4468 -5.6036 0.5886 0.0 -0.1 -0.1
C 2.7414 -1.5300 0.3498 1.6 -1.4 0.2
C 1.1178 -4.3949 -0.0123 0.1 0.2 -0.3
H 3.8515 0.8280 0.0441 -0.2 0.2 0.1
O -1.1351 -1.2753 0.0845 0.2 -0.6 0.3
H 2.9107 0.9855 1.5328 0.2 0.2 -0.2
C 1.6975 0.5947 -0.2024 0.4 1.3 -1.0
C -0.9109 3.0374 -1.6086 0.2 0.0 0.7
H -2.4915 5.3104 -1.0519 -0.2 0.0 0.1
C -3.4576 -1.4470 0.6048 -0.2 0.1 0.0
C -1.0189 3.1188 0.7851 -0.1 0.3 -0.4
H -1.3961 3.6119 1.6860 0.0 -0.3 -0.2


61
Properties=species:S:1:pos:R:3:forces:R:3 method="wB97M-V/def2-TZVPD" homo_ev=-5.5 charge=-1 largest_force_ha_per_bohr=0.154 e_lumo_ev=2.3800 homo_lumo_gap_ev=7.85
C 1.3564 -1.4343 3.5269 -0.7 0.2 0.5
H -1.1470 -0.8399 -3.9942 -0.2 -0.1 0.1
F -1.8324 1.6620 -0.9101 0.5 1.1 0.9
H 0.7507 0.0543 5.1488 -1.0 -2.2 -0.5
H 6.1924 -0.0825 0.6891 -1.8 -1.6 0.7
H -2.1712 5.6408 3.9767 0.1 -0.1 -0.1
C -1.9527 4.7569 3.3712 -0.2 -0.3 0.0
O -1.2886 -0.4307 -6.6157 -0.5 2.9 0.0
C 3.7380 -2.3876 -0.1605 0.9 -4.5 -3.9
C -0.8923 2.2643 -0.1286 1.1 -2.8 -0.9
O -2.4539 4.1058 0.3149 2.2 -1.6 0.3
H 1.2035 -2.1650 -1.9971 -0.8 0.8 1.5
H 5.9598 -1.8841 1.2263 -1.4 2.0 -0.3
C -3.3879 -3.7632 2.2223 -0.4 1.5 -0.6
C 3.4596 0.1179 -0.2756 -0.5 1.0 -0.9
Br -0.3756 -5.4689 1.8527 -0.5 1.5 -0.1
H 3.2082 -2.9391 2.0518 -0.8 0.1 -2.2
F 0.1563 2.5546 -0.9492 -0.9 0.4 0.7
H -0.0023 5.4430 2.7920 0.0 -0.3 -0.3
O -2.5136 1.0758 -5.3932 1.2 0.2 -1.9
Ga 0.8270 -2.1730 0.9938 0.6 0.1 0.0
C -0.9139 5.0752 2.3104 -0.3 0.5 0.4
F -2.1506 2.4315 -7.9876 0.4 -0.7 0.7
C -1.4200 3.5053 0.5922 -1.2 2.5 1.1
H -1.7636 0.4156 -2.9291 -0.2 -0.2 -0.1
H -3.7973 -3.2972 3.2375 0.9 -1.2 -2.1
H 2.5862 -4.1548 0.7258 0.6 2.5 0.3
H -3.9612 0.3700 -4.1357 0.2 0.3 -0.3
F -0.8351 2.9999 -6.3443 -0.4 -1.1 -0.4
C 0.4210 -1.0417 4.8559 1.1 -0.2 -0.6
H -0.7241 -1.1208 4.6057 2.3 0.2 0.5
C -3.0503 -0.0041 -4.6138 -0.2 -0.8 0.7
H -1.2585 5.8619 1.6289 0.0 -0.3 0.0
H -2.4978 -1.2069 -2.9035 0.1 0.1 -0.1
C -1.6298 0.7248 -6.3813 -1.0 -2.8 1.6
H 3.0232 0.0754 -1.3856 0.7 0.0 2.7
C -2.0610 -0.4379 -3.5466 0.3 0.1 -0.2
O 4.0365 -3.1942 -1.2158 -1.8 4.9 5.9
C -1.1764 1.9606 -7.1591 1.1 1.9 -1.0
H -2.8862 4.4084 2.9190 0.1 0.2 0.0
H 4.0017 1.1735 -0.2013 -0.7 -2.4 -0.1
C -2.0476 -2.9029 1.7967 3.0 -3.9 -0.1
H 4.8695 -0.4525 2.0063 0.8 -1.0 -1.7
H 2.5990 0.1460 0.5204 1.5 -0.2 -1.5
H -4.2196 -3.5683 1.3899 1.8 -0.3 1.8
F -0.0883 1.7258 -7.9453 -1.1 -0.2 0.9
H -3.3446 -0.8412 -5.2579 0.2 0.2 -0.1
H -1.5986 3.9549 4.0269 0.1 0.2 -0.1
Br -2.3688 -0.9067 1.5199 0.3 -2.6 0.3
H -3.2314 -4.9206 2.2801 0.1 2.4 0.0
N 4.4224 -1.0402 -0.1376 -0.8 -0.5 1.3
C -0.6739 -3.5076 1.5885 -5.0 3.2 0.7
S 0.3952 -1.3712 -1.1326 0.4 -0.7 -1.0
F -0.4471 1.3046 0.7324 -0.6 1.6 -0.6
C 2.7262 -3.0014 0.9725 1.9 -0.8 -0.3
O 0.9024 -0.7481 2.3054 0.7 -1.9 1.4
H 0.7165 -1.7895 5.7356 -0.7 1.7 -1.8
H 1.3344 -2.5980 3.3637 0.0 1.9 0.6
H 2.4583 -1.1468 3.8095 -1.8 -0.5 -0.6
O -0.5536 3.8910 1.5827 -0.7 -0.7 -1.5
C 5.3722 -0.8789 1.0289 0.9 0.5 0.0


50
Properties=species:S:1:pos:R:3:forces:R:3 method="wB97M-V/def2-TZVPD" homo_ev=-8.0 e_above_lowest_kcal_mol=0.0 largest_force_ha_per_bohr=0.009 e_lumo_ev=0.7594 smiles=CCOc1cc(Cl)c(CNCCCN2CCOCC2)cc1OC homo_lumo_gap_ev=8.75
H 0.5637 -3.9333 -0.5074 0.0 0.0 -0.1
C -2.4231 -0.9952 -0.1219 0.0 -0.1 -0.2
H 4.3633 2.2509 1.9849 0.1 0.1 0.0
H -3.0039 -1.2632 0.7631 0.0 0.1 0.1
H 2.0812 3.1539 2.4479 -0.1 -0.1 0.0
C -0.0325 -2.1099 1.3227 0.3 0.1 0.1
C -3.1034 1.9420 -1.4425 -0.1 0.0 0.1
H -3.6611 2.8577 -1.2299 0.1 0.0 -0.1
H 1.5613 1.5301 2.9807 0.0 0.1 -0.1
C -1.7344 2.0112 -0.8070 0.0 0.2 0.2
C 1.4070 -1.7731 1.7120 -0.4 0.1 0.2
C 2.1811 -2.5106 -0.3287 -0.1 -0.2 -0.4
H -0.2703 -3.1369 1.6572 0.0 0.1 0.0
C 1.6414 0.4664 -2.8042 0.0 -0.1 -0.2
H 2.3974 -1.4779 -0.6375 0.0 -0.1 0.0
H 0.9288 -0.3614 -2.8748 0.0 0.0 0.0
H -0.2256 2.7225 2.1381 0.1 0.0 0.1
H -4.1706 0.9485 -0.0149 0.0 0.1 -0.1
H 3.8450 0.6516 2.5183 0.0 -0.1 0.0
H -1.5166 -2.2062 -1.6610 0.0 0.0 0.0
C -3.3822 -0.4955 -1.2155 0.0 -0.2 0.3
N -3.9280 0.8307 -0.9931 -0.3 0.1 0.2
C -0.3122 2.3756 1.1217 0.2 -0.1 0.0
N -0.1765 -1.9803 -0.1171 0.1 -0.1 -0.1
H 1.5592 -1.9097 2.7845 0.0 0.1 0.0
C 0.6234 1.4298 -0.8909 0.1 0.0 0.1
O 2.3253 -2.6249 1.0677 0.1 -0.2 0.1
H -2.9957 1.8495 -2.5270 0.0 0.1 0.0
O 1.7443 0.9417 -1.4852 -0.1 0.2 0.4
H -1.7521 -0.1815 0.1487 0.0 -0.1 0.1
O 2.0210 1.7081 0.9719 0.0 0.0 -0.3
H -1.9626 -3.1292 -0.2165 0.1 0.0 -0.1
H 2.9110 -3.1908 -0.7714 0.0 0.1 0.0
H -2.8692 -0.4806 -2.1801 0.0 -0.1 -0.1
H -0.7119 -1.4147 1.8172 0.0 0.0 0.1
C 2.2486 2.0755 2.3184 0.2 0.1 0.4
H 1.3485 1.2620 -3.4974 0.0 0.0 0.0
H 2.6361 0.1100 -3.0678 -0.1 0.0 0.0
H -0.7560 1.1956 -2.5063 0.0 -0.1 -0.1
H 3.9109 1.9899 3.6780 0.0 0.0 0.1
Cl -2.8897 3.0576 1.4135 -0.2 0.1 0.1
C 0.7794 1.8571 0.4484 0.0 -0.1 -0.2
C -1.5513 2.4419 0.4953 0.2 -0.1 -0.4
H 1.6174 -0.7319 1.4327 0.0 0.0 0.1
C 0.7624 -2.8772 -0.7673 0.3 0.1 0.1
C -1.5449 -2.1695 -0.5682 -0.1 0.1 0.1
H 0.6738 -2.7643 -1.8505 0.0 0.0 0.0
C 3.6891 1.7188 2.6498 -0.4 0.1 -0.2
H -4.2288 -1.1864 -1.2989 0.1 -0.1 -0.1
C -0.6180 1.5254 -1.4895 0.2 0.0 0.1